1:
{"formula": "C42H36BF4O26", "method": "ωB97M-V/def2-TZVPD", "species": ["B", "F", "F", "F", "F", "C", "C", "C", "O", "C", "C", "C", "O", "O", "O", "H", "H", "H", "H", "C", "C", "C", "O", "C", "C", "C", "O", "O", "O", "H", "H", "H", "H", "C", "C", "C", "O", "C", "C", "C", "O", "O", "O", "H", "H", "H", "H", "C", "C", "C", "O", "C", "C", "C", "O", "O", "O", "H", "H", "H", "H", "C", "C", "C", "O", "C", "C", "C", "O", "O", "O", "H", "H", "H", "H", "C", "C", "C", "O", "C", "C", "C", "O", "O", "O", "H", "H", "H", "H", "C", "C", "O", "C", "H", "H", "H", "H", "H", "H", "C", "C", "O", "C", "H", "H", "H", "H", "H", "H"], "coordinates": [[-0.15, -0.06, 0.55], [-0.89, -1.14, 1.01], [-0.59, 0.31, -0.74], [-0.19, 0.96, 1.50], [1.18, -0.52, 0.48], [2.48, 1.77, -4.44], [3.63, 2.79, -4.80], [4.47, 3.24, -3.72], [5.45, 3.91, -4.01], [4.20, 2.86, -2.41], [3.06, 1.83, -2.10], [2.34, 1.21, -3.15], [1.40, 0.38, -2.82], [2.92, 1.44, -0.84], [3.78, 3.25, -6.08], [1.69, 1.38, -5.20], [4.87, 3.45, -1.71], [2.31, 0.83, -0.69], [4.54, 3.72, -6.18], [-2.12, 2.29, -7.14], [-2.01, 0.81, -7.51], [-1.67, -0.19, -6.63], [-1.76, -1.33, -6.93], [-1.38, 0.20, -5.31], [-1.31, 1.72, -4.93], [-1.82, 2.80, -5.85], [-2.09, 3.94, -5.56], [-1.12, 2.31, -3.66], [-2.27, 0.53, -8.84], [-2.29, 2.95, -7.98], [-0.92, -0.45, -4.48], [-0.59, 1.94, -3.06], [-2.48, -0.38, -8.88], [-3.20, 2.27, 4.58], [-2.48, 1.08, 4.03], [-1.35, 0.47, 4.84], [-0.91, -0.56, 4.49], [-1.10, 1.14, 6.13], [-1.86, 2.41, 6.70], [-2.92, 2.96, 5.88], [-3.68, 3.92, 6.25], [-1.48, 3.08, 7.77], [-2.77, 0.43, 2.80], [-4.04, 2.63, 3.91], [-0.21, 0.71, 6.64], [-0.94, 2.63, 8.28], [-2.08, -0.14, 2.57], [2.43, -4.63, -1.68], [2.67, -3.38, -0.90], [3.78, -2.50, -1.23], [4.02, -1.39, -0.60], [4.65, -2.85, -2.26], [4.40, -4.05, -3.19], [3.14, -4.91, -2.92], [2.94, -5.80, -3.79], [5.12, -4.41, -4.36], [1.89, -3.12, 0.17], [1.85, -5.41, -1.28], [5.61, -2.25, -2.34], [5.81, -3.77, -4.33], [2.01, -2.12, 0.31], [-3.99, -6.03, 0.09], [-3.15, -6.03, -1.18], [-2.03, -5.04, -1.41], [-1.40, -5.06, -2.45], [-1.72, -4.14, -0.27], [-2.65, -4.08, 0.96], [-3.66, -5.07, 1.17], [-4.35, -5.03, 2.24], [-2.37, -3.18, 2.05], [-3.44, -7.03, -2.13], [-4.81, -6.70, 0.29], [-0.93, -3.48, -0.50], [-1.84, -2.47, 1.76], [-2.74, -6.53, -2.72], [2.11, 5.03, 3.51], [0.97, 4.19, 2.79], [-0.37, 4.49, 3.09], [-1.23, 3.82, 2.56], [-0.72, 5.43, 4.13], [0.34, 6.26, 4.77], [1.81, 5.98, 4.55], [2.62, 6.38, 5.37], [0.06, 7.38, 5.56], [1.34, 3.25, 1.92], [3.11, 4.99, 3.10], [-1.74, 5.93, 4.39], [-0.85, 7.65, 5.56], [0.58, 2.70, 1.57], [-3.42, -1.41, -1.58], [-4.89, -1.19, -1.07], [-5.62, -0.35, -1.69], [-5.31, -1.77, 0.22], [-3.39, -2.52, -2.04], [-2.54, -1.24, -1.08], [-3.18, -0.76, -2.47], [-6.28, -1.66, 0.12], [-4.93, -1.14, 1.07], [-5.14, -2.87, 0.41], [2.99, -0.66, 5.58], [3.72, -1.33, 4.39], [4.82, -1.85, 4.62], [3.04, -1.32, 3.01], [3.19, -1.08, 6.61], [1.89, -0.54, 5.26], [3.38, 0.50, 5.45], [3.00, -0.30, 2.51], [2.04, -1.49, 3.28], [3.69, -1.84, 2.37]], "mulliken_charge": [-0.1073, -0.4867, -0.1994, -0.1800, -0.0531, -0.6343, 0.0531, 0.9279, -0.6461, -0.7463, 0.4647, 0.6430, -0.3582, -0.2660, -0.4608, 0.3328, 0.3055, 0.0447, 0.3107, -0.5295, 0.0896, 1.0299, -0.6023, -0.3346, 0.0590, 0.2908, -0.5427, -0.4240, -0.5229, 0.4101, 0.4488, 0.2668, 0.3222, -0.5784, 0.3895, 0.9395, -0.5081, -0.7125, 0.2937, 0.6654, -0.6607, -0.4015, -0.4158, 0.3032, 0.2334, 0.2936, 0.0428, -0.9751, 0.4070, 0.8575, -0.6514, -0.5251, 0.5115, 0.5034, -0.5945, -0.4356, -0.4416, 0.5652, 0.2677, 0.3141, 0.2077, -0.7818, 0.0211, 0.7399, -0.6495, -0.7163, 0.3761, 0.4989, -0.6117, -0.3644, -0.5921, 0.4417, 0.7984, 0.6178, 0.4234, -0.8982, 0.0246, 1.1314, -0.5744, -0.5993, 0.8070, 0.3401, -0.5555, -0.4614, -0.2509, 0.4308, 0.0651, 0.3321, 0.2195, 0.2437, 0.6811, -0.6408, -0.9923, 0.0330, -0.3634, 0.2111, 0.5732, 0.1060, 0.1707, -0.3250, 0.3014, -0.6047, -0.6302, 0.3530, -0.1564, 0.1986, 0.2575, 0.2089, 0.3625], "charge": -1, "homo_lumo_gap_ev": 6.240, "homo_energy_ev": -7.1, "lumo_energy_ev": -0.884}



2:
{"formula": "C42H36BF4O26", "method": "ωB97M-V/def2-TZVPD", "species": ["B", "F", "F", "F", "F", "C", "C", "C", "O", "C", "C", "C", "O", "O", "O", "H", "H", "H", "H", "C", "C", "C", "O", "C", "C", "C", "O", "O", "O", "H", "H", "H", "H", "C", "C", "C", "O", "C", "C", "C", "O", "O", "O", "H", "H", "H", "H", "C", "C", "C", "O", "C", "C", "C", "O", "O", "O", "H", "H", "H", "H", "C", "C", "C", "O", "C", "C", "C", "O", "O", "O", "H", "H", "H", "H", "C", "C", "C", "O", "C", "C", "C", "O", "O", "O", "H", "H", "H", "H", "C", "C", "O", "C", "H", "H", "H", "H", "H", "H", "C", "C", "O", "C", "H", "H", "H", "H", "H", "H"], "coordinates": [[0.58, -0.75, 0.61], [-0.32, 0.18, 0.73], [1.86, -0.35, 0.10], [0.69, -1.48, 1.73], [0.13, -1.61, -0.45], [-2.62, 0.27, -5.67], [-2.05, 0.71, -7.04], [-0.74, 0.31, -7.33], [-0.24, 0.57, -8.45], [0.14, -0.30, -6.30], [-0.44, -0.68, -4.90], [-1.84, -0.34, -4.60], [-2.26, -0.52, -3.47], [0.29, -1.27, -3.83], [-2.91, 1.19, -8.00], [-3.66, 0.71, -5.46], [1.15, -0.40, -6.60], [-0.33, -1.28, -3.12], [-2.18, 1.45, -8.48], [-2.60, 4.02, -4.69], [-4.01, 3.69, -4.21], [-4.20, 3.01, -2.97], [-5.34, 2.62, -2.52], [-2.98, 2.48, -2.26], [-1.58, 2.77, -2.82], [-1.46, 3.47, -4.14], [-0.33, 3.60, -4.72], [-0.39, 2.37, -2.25], [-5.11, 4.23, -4.83], [-2.46, 4.74, -5.41], [-3.15, 1.86, -1.32], [-0.64, 1.77, -1.55], [-5.77, 3.91, -4.38], [5.29, -0.76, 3.67], [3.99, -1.43, 3.15], [3.92, -2.86, 2.83], [2.80, -3.36, 2.55], [5.09, -3.55, 3.03], [6.37, -3.03, 3.58], [6.44, -1.61, 3.91], [7.42, -1.09, 4.47], [7.50, -3.82, 3.58], [2.96, -0.60, 2.96], [5.35, 0.36, 3.81], [4.97, -4.55, 2.70], [6.99, -4.69, 3.38], [2.24, -1.00, 2.69], [-5.07, -2.87, -0.36], [-3.57, -3.04, -0.42], [-2.99, -3.86, -1.45], [-1.76, -4.02, -1.55], [-3.85, -4.54, -2.35], [-5.39, -4.34, -2.39], [-5.97, -3.46, -1.33], [-7.22, -3.39, -1.17], [-6.24, -5.07, -3.12], [-2.67, -2.24, 0.28], [-5.29, -2.09, 0.43], [-3.36, -5.07, -3.14], [-5.79, -5.48, -3.76], [-1.64, -2.36, 0.02], [-3.82, 1.30, 5.25], [-4.77, 1.23, 4.11], [-4.44, 0.41, 2.88], [-5.30, 0.37, 2.01], [-3.14, -0.22, 2.76], [-2.19, -0.11, 3.86], [-2.56, 0.56, 5.15], [-1.84, 0.61, 6.09], [-0.78, -0.33, 3.67], [-5.96, 1.88, 4.19], [-4.05, 1.90, 5.91], [-2.95, -0.67, 1.77], [-0.93, -0.67, 2.79], [-6.56, 1.81, 3.47], [5.54, -3.63, -0.47], [4.84, -2.31, -0.53], [5.51, -1.05, -0.12], [4.94, -0.04, -0.08], [6.90, -1.22, 0.38], [7.48, -2.57, 0.47], [6.83, -3.78, 0.12], [7.53, -4.77, 0.22], [8.89, -2.56, 0.72], [3.50, -2.28, -0.85], [4.95, -4.43, -0.79], [7.47, -0.27, 0.51], [9.24, -1.93, 1.31], [3.00, -1.36, -0.59], [-2.06, 3.22, 1.76], [-2.11, 4.43, 2.57], [-2.60, 5.41, 2.20], [-1.52, 4.33, 3.98], [-3.14, 2.72, 1.55], [-1.34, 2.55, 2.09], [-1.79, 3.60, 0.78], [-2.24, 3.73, 4.43], [-1.31, 5.30, 4.36], [-0.67, 3.79, 3.88], [2.97, 2.72, 0.84], [2.58, 3.41, 2.23], [2.38, 4.64, 2.29], [2.25, 2.57, 3.37], [3.74, 3.23, 0.25], [2.21, 2.82, -0.02], [3.15, 1.68, 0.98], [3.14, 2.02, 3.62], [1.31, 1.78, 3.04], [2.01, 3.10, 4.20]], "mulliken_charge": [0.2112, 0.1485, -0.2378, -0.5883, -0.5129, -0.6711, 0.0482, 1.0053, -0.6483, -0.9006, 0.1561, 1.0179, -0.4752, -0.4592, -0.5014, 0.3367, 0.4769, 0.2750, 0.3481, -0.7358, 0.2011, 0.7815, -0.6804, -0.2638, 0.1755, 0.5034, -0.6394, -0.4966, -0.4755, 0.5698, 0.4974, 0.1742, 0.2934, -0.4873, 0.4727, 0.2790, -0.6081, -0.2679, 0.3884, 0.3522, -0.6381, -0.5174, -0.0517, 0.2949, 0.4211, 0.3805, 0.0391, -0.6432, 0.2935, 0.7018, -0.6421, -0.6574, 0.3775, 0.6272, -0.6068, -0.4103, -0.2393, 0.3025, 0.3499, 0.2983, 0.1867, -1.1867, 0.3903, 0.6995, -0.6549, -0.3597, 0.5241, 0.2707, -0.5423, -0.4179, -0.5248, 0.8839, 0.4455, 0.1374, 0.3238, -1.0143, 0.2352, 0.7277, -0.4796, -0.6537, 0.7845, 0.5227, -0.6363, -0.5298, -0.4108, 0.5351, 0.2911, 0.3461, 0.3354, 0.5679, 0.4069, -0.5687, -0.7533, -0.0011, -0.4237, 0.2189, 0.1903, 0.3424, 0.0718, -0.2834, 0.6217, -0.6490, -0.5861, 0.4622, 0.0492, -0.2011, 0.1151, -0.0549, 0.5029], "charge": -1, "homo_lumo_gap_ev": 6.046, "homo_energy_ev": -7.0, "lumo_energy_ev": -0.970}



Stability, descending: 2, 1



1:
{"formula": "C3H5FN4", "method": "ωB97M-V/def2-TZVPD", "species": ["H", "N", "C", "N", "C", "C", "F", "N", "N", "H", "H", "H", "H"], "coordinates": [[-1.77, -1.51, 0.02], [-2.25, -0.46, 0.05], [-1.16, 0.19, -0.03], [-0.76, 1.55, -0.16], [0.62, 1.63, -0.07], [1.22, 0.42, -0.20], [2.39, -0.14, 0.10], [0.13, -0.46, -0.41], [0.26, -1.73, 0.00], [-1.23, 2.21, 0.78], [1.21, 2.50, -0.10], [0.83, -1.90, 0.90], [0.52, -2.30, -0.89]], "mulliken_charge": [0.4049, -0.6609, 0.2284, -0.3688, -0.4488, 0.3458, -0.2473, 0.1781, -0.6578, 0.3381, 0.4170, 0.2249, 0.2465], "smiles": "[H]/N=c1/[nH]cc(F)n1N", "homo_lumo_gap_ev": 8.645, "homo_energy_ev": -8.0, "lumo_energy_ev": 0.656}



2:
{"formula": "C3H5FN4", "method": "ωB97M-V/def2-TZVPD", "species": ["C", "C", "C", "F", "N", "N", "N", "N", "H", "H", "H", "H", "H"], "coordinates": [[1.63, -0.08, -0.55], [0.58, -0.08, 0.54], [-1.01, 0.55, -0.06], [-0.64, 1.74, -0.47], [-1.81, 0.32, 1.06], [-2.52, -0.64, 0.73], [-2.14, -1.19, -0.45], [-1.29, -0.51, -0.98], [2.63, -0.41, -0.09], [1.82, 0.99, -0.78], [1.59, -0.67, -1.39], [0.80, 0.86, 1.26], [0.35, -0.88, 1.19]], "mulliken_charge": [-1.0353, -0.6413, 0.8254, -0.2426, -0.2101, -0.1375, -0.2161, -0.0798, 0.3036, 0.2993, 0.3896, 0.2716, 0.4733], "smiles": "CCC1(F)N=NN=N1", "homo_lumo_gap_ev": 9.501, "homo_energy_ev": -10.7, "lumo_energy_ev": -1.209}



Stability, descending: 1, 2



1:
{"formula": "C7H14NO2S", "method": "ωB97M-V/def2-TZVPD", "species": ["C", "C", "C", "C", "N", "S", "O", "O", "C", "C", "C", "H", "H", "H", "H", "H", "H", "H", "H", "H", "H", "H", "H", "H", "H"], "coordinates": [[-2.02, -2.38, 0.62], [-1.88, -1.94, -0.82], [-3.26, -1.40, -1.25], [-0.86, -0.99, -0.85], [-0.09, -0.14, -0.87], [1.95, 0.11, -0.48], [2.10, -0.69, 0.71], [2.54, -0.15, -1.73], [1.88, 1.86, 0.07], [3.29, 2.28, 0.42], [0.91, 1.94, 1.24], [-2.42, -1.54, 1.13], [-2.65, -3.18, 0.68], [-1.08, -2.63, 1.22], [-1.74, -2.73, -1.52], [-3.63, -0.55, -0.56], [-3.39, -0.97, -2.19], [-4.06, -2.23, -1.07], [1.48, 2.30, -0.93], [4.01, 1.87, -0.27], [3.28, 3.38, 0.52], [3.54, 1.81, 1.42], [1.21, 1.26, 2.12], [-0.10, 1.68, 0.88], [1.01, 3.03, 1.51]], "mulliken_charge": [-1.3971, 0.4724, -1.3086, 0.3714, -0.3455, 1.1479, -0.4752, -0.4720, 0.2333, -1.2692, -1.0828, 0.3959, 0.4549, 0.3281, 0.2917, 0.3237, 0.4211, 0.3181, 0.3566, 0.4474, 0.3772, 0.3432, 0.3236, 0.3709, 0.3730], "charge": 1, "smiles": "CC(C)C#[N+]S(=O)(=O)C(C)C", "homo_lumo_gap_ev": 10.840, "homo_energy_ev": -16.0, "lumo_energy_ev": -5.141}



2:
{"formula": "C7H14NO2S", "method": "ωB97M-V/def2-TZVPD", "species": ["C", "C", "C", "N", "C", "C", "C", "S", "C", "O", "O", "H", "H", "H", "H", "H", "H", "H", "H", "H", "H", "H", "H", "H", "H"], "coordinates": [[0.06, -2.25, 0.61], [-0.48, -0.93, 0.11], [-1.89, -1.04, -0.51], [-2.42, 0.39, -0.43], [-1.62, 1.21, 0.56], [-0.33, 0.45, 0.77], [0.48, 0.16, -0.45], [2.29, -0.01, -0.14], [2.79, 1.67, -0.42], [2.76, -0.81, -1.25], [2.42, -0.35, 1.25], [0.88, -2.05, 1.22], [0.34, -2.72, -0.25], [-0.59, -2.85, 1.11], [-1.65, -1.23, -1.64], [-2.58, -1.58, 0.00], [-3.38, 0.25, 0.05], [-2.50, 0.96, -1.36], [-2.18, 1.43, 1.53], [-1.40, 2.20, 0.25], [0.09, 0.58, 1.74], [0.21, 0.62, -1.34], [3.71, 1.61, 0.09], [2.99, 1.91, -1.40], [2.02, 2.39, -0.11]], "mulliken_charge": [-2.1473, 1.0372, -0.9452, -0.1455, -1.0672, -0.0552, -0.7182, 1.2351, -1.0395, -0.6440, -0.6080, 0.4277, 0.4858, 0.5857, 0.2936, 0.4885, 0.3999, 0.4025, 0.3642, 0.3438, 0.6343, 0.5574, 0.4040, 0.3977, 0.3128], "charge": 1, "smiles": "C[C@@]12C[NH2+]C[C@@H]1[C@H]2S(C)(=O)=O", "homo_lumo_gap_ev": 10.014, "homo_energy_ev": -13.8, "lumo_energy_ev": -3.784}



Stability, descending: 1, 2